91
Properties=species:S:1:pos:R:3:forces:R:3 method="wB97M-V/def2-TZVPD" homo_ev=-8.9754 e_tot_ha=-2223.8387 spin_multiplicity=1 lumo_ev=0.37 homo_lumo_gap_ev=9.3423 smiles="CCCN[C@@H]1OC(=O)[C@@](CCCN)(C[SH](=O)=O)[C@@H]1CCCCNC(C)=O.COCCOC.COCCOC"
C 2.793 1.072 3.843 0.4 -0.7 0.1
C 3.134 -0.056 2.871 -0.1 0.6 -0.5
C 1.909 -0.487 2.028 0.1 0.1 0.7
N 1.564 -1.915 2.032 0.9 0.4 -0.2
C 2.398 -2.777 1.261 -0.7 -0.7 -0.4
O 3.788 -2.818 1.650 0.3 0.7 -0.1
C 4.515 -2.024 0.798 0.6 0.6 0.9
O 5.470 -1.402 1.193 -0.9 -0.9 -0.5
C 3.908 -2.135 -0.605 0.0 0.0 0.0
C 4.026 -0.873 -1.466 0.4 0.4 0.1
C 5.343 -0.102 -1.360 -0.5 0.6 -0.4
C 5.383 1.065 -2.367 -0.3 -0.3 0.4
N 4.474 2.171 -2.122 0.2 0.0 -0.3
C 4.623 -3.310 -1.351 0.0 0.1 0.5
S 6.177 -3.944 -0.733 0.6 -0.5 -0.8
O 6.392 -5.195 -1.413 -0.3 0.0 0.2
O 7.195 -2.940 -0.815 -0.2 0.2 0.2
C 2.442 -2.565 -0.267 0.1 -0.3 -0.5
C 1.317 -1.819 -0.964 -0.8 0.0 -0.1
C 0.022 -2.642 -1.164 0.4 0.5 0.7
C -0.981 -2.566 0.005 -0.2 -0.1 -0.6
C -2.400 -2.215 -0.459 0.4 -0.2 0.2
N -2.611 -0.756 -0.538 -0.2 -0.1 0.1
C -3.801 -0.324 0.162 -0.3 -0.1 1.0
C -4.751 0.526 -0.645 0.3 -0.2 0.2
O -4.024 -0.610 1.329 0.5 0.1 -1.4
H 3.714 1.442 4.283 0.0 0.2 0.1
H 2.179 0.686 4.652 -0.3 0.2 0.1
H 2.292 1.888 3.334 -0.2 0.2 0.0
H 3.587 -0.897 3.384 0.0 -0.2 0.1
H 3.890 0.332 2.190 0.2 -0.2 0.0
H 1.044 0.035 2.435 -0.2 0.0 -0.1
H 2.032 -0.123 1.014 0.0 -0.1 -0.2
H 1.625 -2.238 2.990 -0.3 -0.1 0.1
H 2.021 -3.784 1.429 0.1 -0.1 0.3
H 3.892 -1.147 -2.513 -0.2 -0.2 -0.1
H 3.224 -0.172 -1.244 -0.2 0.0 0.2
H 5.386 0.347 -0.373 0.4 -0.1 0.2
H 6.207 -0.737 -1.528 0.1 -0.2 0.2
H 6.390 1.468 -2.357 0.2 0.0 -0.2
H 5.161 0.670 -3.358 0.2 0.0 -0.3
H 4.686 2.660 -1.268 -0.1 0.0 0.2
H 3.498 1.927 -2.170 -0.2 0.1 0.0
H 3.977 -4.178 -1.423 0.0 -0.2 0.1
H 4.888 -3.023 -2.364 0.1 0.1 -0.2
H 5.940 -4.235 0.572 -0.1 0.2 0.0
H 2.337 -3.575 -0.658 0.0 -0.1 0.0
H 1.024 -0.896 -0.468 0.2 0.2 0.0
H 1.647 -1.536 -1.960 0.3 0.0 -0.1
H 0.322 -3.673 -1.330 -0.2 -0.2 -0.3
H -0.473 -2.255 -2.050 0.0 -0.1 -0.3
H -0.675 -1.822 0.732 0.2 0.0 0.3
H -1.009 -3.528 0.509 0.0 -0.1 0.2
H -2.553 -2.635 -1.451 -0.2 -0.1 -0.1
H -3.104 -2.681 0.226 -0.2 0.1 0.1
H -1.836 -0.305 -0.065 0.1 0.1 0.0
H -4.425 0.604 -1.673 0.0 0.1 -0.1
H -4.800 1.506 -0.180 -0.1 0.2 0.0
H -5.744 0.090 -0.595 -0.2 0.0 0.1
C -6.179 3.136 5.114 0.0 0.0 0.0
O -7.533 2.729 5.032 0.1 0.0 -0.1
C -8.230 3.304 3.940 -0.1 -0.1 0.2
C -8.354 2.341 2.780 0.1 0.1 -0.2
O -7.094 2.040 2.207 0.0 0.0 0.1
C -6.564 0.786 2.616 -0.1 0.1 0.0
H -5.685 2.486 5.833 0.0 0.0 0.0
H -5.673 3.046 4.150 0.0 0.0 0.0
H -6.109 4.171 5.467 0.0 0.0 0.0
H -7.740 4.226 3.612 0.0 0.0 0.0
H -9.233 3.564 4.293 0.0 0.0 0.0
H -8.968 2.805 2.001 0.0 0.0 0.0
H -8.858 1.426 3.105 0.0 0.0 0.0
H -7.106 -0.032 2.126 0.0 0.0 0.1
H -6.622 0.658 3.699 0.0 0.0 0.0
H -5.525 0.745 2.307 -0.1 0.0 0.0
C 0.665 2.217 -1.766 0.0 0.0 0.0
O 1.368 2.186 -2.995 -0.1 0.0 0.1
C 1.123 1.010 -3.750 0.2 0.0 0.0
C 0.128 1.241 -4.863 -0.2 -0.1 0.0
O -1.159 1.550 -4.359 0.0 0.1 0.1
C -1.464 2.933 -4.396 0.0 0.0 0.0
H 0.739 3.228 -1.371 0.0 0.0 0.0
H -0.389 1.962 -1.898 0.0 0.0 0.0
H 1.118 1.522 -1.045 -0.1 0.0 0.0
H 0.774 0.208 -3.090 -0.1 0.0 0.0
H 2.078 0.699 -4.188 0.0 0.0 0.0
H 0.037 0.323 -5.453 0.0 0.0 0.0
H 0.485 2.033 -5.528 0.0 0.0 0.0
H -1.668 3.255 -5.423 0.0 0.0 0.0
H -0.653 3.538 -3.984 0.0 0.0 0.0
H -2.360 3.087 -3.797 0.0 0.0 0.0

106
Properties=species:S:1:pos:R:3:forces:R:3 method="wB97M-V/def2-TZVPD" charge=+1 homo_ev=-11.7753 e_tot_ha=-3668.2270 spin_multiplicity=1 lumo_ev=-4.11 homo_lumo_gap_ev=7.6627
C -0.428 0.553 1.561 -0.2 1.0 -0.3
O 0.315 1.755 1.908 0.0 -1.2 0.4
B 1.523 1.484 2.498 -0.3 1.1 -0.1
O 1.893 2.195 3.596 0.4 -0.8 0.0
C 2.494 0.372 1.865 0.6 0.0 -0.5
C 2.950 -0.626 2.682 -0.4 0.6 1.0
N 2.520 -0.658 4.046 1.3 -1.1 -0.4
C 1.672 -1.862 4.276 -0.6 0.1 -0.6
C 3.593 -0.570 4.997 -0.1 -0.3 1.6
C 4.952 0.009 4.661 -0.4 0.0 0.1
O 3.374 -0.939 6.134 -0.1 0.2 -0.9
C 3.802 -1.638 2.186 -0.1 -0.1 0.1
O 4.227 -2.624 2.985 0.2 1.2 0.4
N 3.860 -3.983 2.403 0.5 -1.2 -1.0
O 4.799 -4.506 2.030 -0.6 0.0 0.4
N 4.201 -1.633 0.948 0.1 -0.3 0.1
N 3.765 -0.648 0.185 0.1 0.9 -1.8
B 4.319 -0.768 -1.256 0.3 -0.5 -1.2
O 3.476 -1.350 -2.158 -0.3 -0.1 0.9
N 5.625 -0.366 -1.656 -0.3 0.7 2.1
C 5.652 0.819 -2.544 0.2 -1.0 -1.2
C 6.630 -0.326 -0.572 0.2 0.3 -0.2
C 2.945 0.338 0.506 -1.1 0.4 1.8
C 2.457 1.412 -0.438 0.7 0.3 -1.2
C 3.415 2.641 -0.659 -0.1 0.1 0.5
C 4.722 2.703 0.131 0.2 0.6 -0.5
S 4.548 3.409 1.772 0.1 0.6 1.0
O 3.331 4.134 1.882 -0.5 0.3 -0.8
O 4.804 2.419 2.754 0.5 -0.8 0.1
O 5.758 4.456 1.903 -0.2 -0.8 -0.6
H -0.164 -0.265 2.232 -0.1 -0.2 -0.2
H -1.478 0.802 1.697 0.0 -0.1 0.0
H -0.266 0.332 0.503 0.1 -0.3 0.1
H 1.298 1.984 4.325 -0.1 0.6 0.1
H 0.702 -1.570 4.675 0.1 -0.1 0.3
H 1.462 -2.309 3.298 0.0 0.0 0.1
H 2.155 -2.625 4.879 0.0 0.3 0.3
H 4.887 1.085 4.815 0.1 0.1 -0.4
H 5.331 -0.238 3.671 -0.1 0.3 0.0
H 5.645 -0.365 5.410 -0.1 -0.2 0.0
H 3.907 -2.156 -2.467 -0.1 0.2 -0.7
H 6.131 1.684 -2.088 -0.2 0.0 0.2
H 4.640 1.037 -2.887 0.1 0.2 0.0
H 6.223 0.574 -3.445 0.1 0.1 0.1
H 6.238 0.032 0.388 0.0 0.0 -0.1
H 7.066 -1.306 -0.388 0.0 0.0 -0.1
H 7.417 0.368 -0.868 0.2 -0.2 0.1
H 2.223 1.038 -1.442 0.2 -0.5 0.2
H 1.512 1.837 -0.109 0.0 -0.4 0.5
H 3.668 2.760 -1.710 0.0 -0.3 -0.1
H 2.862 3.545 -0.399 -0.1 -0.1 0.0
H 5.278 1.773 0.220 -0.1 0.0 0.2
H 5.382 3.389 -0.406 0.0 0.0 0.0
H 5.776 4.994 1.097 0.1 0.4 0.2
O -4.426 -1.744 4.096 -0.5 -3.8 1.0
P -5.737 -1.989 3.414 -1.4 7.2 -3.2
O -5.342 -1.877 1.815 0.0 -0.8 0.7
C -4.623 -2.953 1.212 0.1 -0.2 -0.2
C -5.489 -4.185 1.017 0.0 0.0 0.1
O -6.357 -0.482 3.681 -0.1 -0.3 0.3
C -5.810 0.404 4.655 0.2 0.3 -0.1
C -4.845 1.376 4.006 0.0 0.1 -0.2
O -7.257 -2.529 3.150 2.0 -2.4 1.3
C -8.398 -1.721 2.811 -0.9 0.3 0.1
C -8.294 -1.017 1.479 0.4 0.1 -0.1
H -3.741 -3.194 1.815 0.0 0.1 0.0
H -4.273 -2.592 0.244 -0.1 0.1 0.1
H -5.782 -4.617 1.978 0.0 0.0 0.0
H -4.951 -4.948 0.454 0.0 0.0 0.0
H -6.406 -3.933 0.486 0.0 0.0 -0.1
H -5.337 -0.146 5.466 0.1 -0.1 -0.1
H -6.646 0.955 5.090 -0.1 -0.1 -0.1
H -4.079 0.856 3.430 0.0 -0.1 0.2
H -4.357 1.998 4.758 0.0 0.0 0.0
H -5.374 2.027 3.308 0.0 0.0 0.1
H -8.624 -1.026 3.616 0.3 0.0 0.0
H -9.236 -2.420 2.773 0.2 -0.2 0.0
H -7.524 -0.248 1.481 0.0 0.0 0.1
H -9.246 -0.537 1.246 -0.1 -0.1 0.1
H -8.051 -1.721 0.683 -0.1 0.0 0.0
O 0.497 0.396 -3.971 0.0 -3.8 2.4
P -0.877 -0.054 -4.423 -1.6 7.4 -5.4
O -0.559 0.000 -6.050 0.3 -0.9 0.4
C 0.191 -1.061 -6.644 0.1 -0.1 -0.2
C -0.612 -2.346 -6.742 0.0 0.0 0.1
O -1.567 1.433 -4.202 -0.3 -0.4 0.8
C -1.045 2.408 -3.305 0.1 0.3 -0.2
C -0.172 3.403 -4.044 0.1 0.0 -0.1
O -2.382 -0.642 -4.752 1.7 -2.4 2.0
C -3.534 0.130 -5.138 -1.0 0.3 0.2
C -3.400 0.838 -6.465 0.5 0.1 -0.1
H 1.113 -1.225 -6.078 0.0 0.1 0.0
H 0.472 -0.724 -7.642 0.0 0.1 0.0
H -0.832 -2.750 -5.750 0.0 0.0 0.0
H -0.059 -3.102 -7.300 0.0 0.0 0.0
H -1.567 -2.169 -7.237 0.0 0.0 0.0
H -0.509 1.938 -2.480 0.1 -0.1 -0.1
H -1.902 2.928 -2.871 -0.1 -0.1 -0.1
H 0.609 2.901 -4.616 0.0 -0.1 0.1
H 0.296 4.102 -3.348 0.0 0.0 0.0
H -0.770 3.973 -4.757 0.0 0.0 0.1
H -3.817 0.816 -4.343 0.2 0.1 0.0
H -4.347 -0.596 -5.210 0.2 -0.2 0.1
H -2.657 1.632 -6.434 0.0 0.0 0.1
H -4.357 1.286 -6.735 -0.1 -0.1 0.1
H -3.102 0.143 -7.250 -0.1 0.0 0.0